# 1
This record from the Open Molecules 2025 dataset describes a structure of composition C19H30IrN7O6S4. The level of theory is ωB97M-V/def2-TZVPD.

## Properties
**E**: -3273.68482 hartree
**Net charge**: +1
**HOMO-LUMO gap (spin up / spin down)**: 8.9 / 6.8 eV
**Energy relative to the best compared isomer or geometry (same formula, charge and spin)**: 0.379 eV
**LUMO (spin up / spin down)**: -0.102 / -0.178 Ha
**Largest force on an atom**: 1.02 eV/Å
**E_HOMO (spin up / spin down)**: -0.4272 / -0.4295 Ha
**Multiplicity**: 2

Each line ends with the natural charge from an NBO analysis.
Element x y z (Å)
Ir 0.97762 0.35816 -0.43357  1.01
S -0.27960 2.34750 -0.52874  -0.04
S 2.60564 1.79251 -0.39861  0.36
S 1.69971 -1.38283 1.53771  2.38
S -0.97187 -2.14488 -0.49584  2.42
O 0.93733 -0.09155 1.63150  -0.89
O -0.91497 -0.69926 -0.00365  -1.03
O 2.13292 -1.33054 0.09101  -0.94
O 2.74799 -1.56362 2.48095  -0.90
O 0.06723 -2.30940 -1.48680  -0.99
O -2.28940 -2.54396 -0.90094  -0.95
N 5.08754 0.88555 -0.13922  -0.48
N -2.44977 1.02071 -1.44170  -0.58
N 3.81123 1.11749 1.86057  -0.45
N 2.46354 -1.29148 -3.11708  -0.42
N 0.49244 -1.01173 -4.27942  -0.41
N -2.38231 3.28100 -1.80197  -0.57
N 0.94909 0.36968 -2.46314  -0.78
C 1.01292 -1.50985 -5.54606  -0.41
C -3.75776 0.85584 -2.04949  -0.44
C -0.93380 -0.75150 -4.24534  -0.42
C -1.28729 -4.17719 1.23392  -0.17
C 3.64211 -0.65307 -2.56700  -0.41
C 6.15455 0.49718 0.57551  0.28
C 2.56970 -2.73142 -3.33187  -0.41
C -0.97346 -4.99030 2.31631  -0.17
C -1.79712 4.61709 -1.77614  -0.42
C -0.50285 -3.07776 0.93581  -0.36
C 1.29967 -0.64938 -3.26666  0.71
C 0.12349 -4.70084 3.10179  -0.19
C 4.00011 1.14828 0.56032  0.25
C 7.40157 0.17512 -0.18315  -0.65
C 6.07352 0.39541 1.95919  -0.29
C 0.60374 -2.77048 1.74248  -0.26
C 0.91132 -3.59283 2.81707  -0.18
C 4.87517 0.71642 2.56378  0.11
C -1.81358 2.17029 -1.32809  0.36
H 2.09673 -1.45502 -5.55318  0.22
H -1.92210 5.08694 -0.80097  0.22
H 0.62774 -0.88575 -6.35417  0.21
H -3.35973 3.22210 -2.04060  0.41
H 0.21640 0.92880 -2.87885  0.38
H 3.53512 0.42600 -2.60292  0.23
H 3.82116 -0.96601 -1.54008  0.22
H -3.96615 -0.20969 -2.10638  0.25
H 7.27719 -0.77523 -0.70611  0.24
H 7.58851 0.94130 -0.93402  0.24
H -1.18369 0.21866 -4.68911  0.19
H 4.74972 0.65749 3.63751  0.22
H -1.44167 -1.52939 -4.81387  0.23
H 0.70272 -2.54148 -5.72062  0.21
H -4.54349 1.32544 -1.45202  0.21
H -1.59348 -5.84852 2.53741  0.23
H 1.76585 -3.35526 3.43215  0.26
H 1.58684 -3.15434 -3.50707  0.23
H 3.23904 -2.96182 -4.16289  0.20
H -2.07043 0.25392 -0.88348  0.46
H -3.77737 1.26617 -3.06087  0.21
H -0.73742 4.55867 -2.00870  0.23
H 6.92689 0.08394 2.54454  0.24
H 0.37470 -5.32752 3.94644  0.23
H -2.29538 5.21769 -2.53245  0.22
H -2.14336 -4.38848 0.60907  0.26
H 4.50102 -0.93832 -3.17805  0.21
H 8.26260 0.09390 0.47632  0.23
H -1.28768 -0.79535 -3.22011  0.23
H 2.96736 -3.17910 -2.42001  0.22

---

# 2
This record from the Open Molecules 2025 dataset describes a structure of composition C4H6BrNO2S. The level of theory is ωB97M-V/def2-TZVPD.

## Properties
**E**: -3333.30187 hartree
**HOMO-LUMO gap**: 10.0 eV
**Energy relative to the best compared isomer or geometry (same formula, charge and spin)**: 2.167 eV
**LUMO**: 0.019 Ha
**Largest force on an atom**: 3.63 eV/Å
**E_HOMO**: -0.3475 Ha

Each line ends with the natural charge from an NBO analysis.
Element x y z (Å)
Br 2.34203 0.00726 -0.50367  0.08
S -0.20199 -1.43409 -0.07089  1.24
O -1.28882 -1.73659 0.86235  -0.95
O -0.12626 1.56279 1.08206  -0.35
N -0.56754 1.27782 -0.18450  -0.09
C 1.21790 -0.60364 0.85784  -0.55
C -0.62202 0.16749 -0.77239  -0.03
C -1.13960 0.02035 -2.20897  -0.66
C 0.61026 0.58844 1.85270  -0.10
H 0.11197 0.24773 2.83357  0.23
H -0.30935 -0.44445 -2.72732  0.23
H -1.31680 1.15641 -2.44838  0.25
H 1.52933 1.09481 2.08950  0.20
H -2.09806 -0.58094 -2.06458  0.24
H 1.85894 -1.32338 1.40267  0.25

---

# 3
This record from the Open Molecules 2025 dataset describes a cluster of 2 separate species, C3H8N4 in total. The level of theory is ωB97M-V/def2-TZVPD.

## Properties
**E**: -337.83495 hartree
**HOMO-LUMO gap**: 8.4 eV
**Energy relative to the best compared isomer or geometry (same formula, charge and spin)**: 8.676 eV
**LUMO**: 0.018 Ha
**Largest force on an atom**: 5.58 eV/Å
**E_HOMO**: -0.2921 Ha

Each line ends with the natural charge from an NBO analysis.
Element x y z (Å)
N -1.28706 -0.69864 -0.66177  -0.74
N -0.22425 -0.43670 2.04628  -0.34
N 0.72498 0.30790 1.31654  -0.42
N -0.04319 -0.03644 -1.13780  -0.28
C 0.00589 0.75051 -2.49499  -0.43
C 0.26924 -0.51475 3.27785  -0.10
C 0.57966 0.42755 -0.04213  0.27
H -0.43546 -0.71489 4.30602  0.21
H 1.31317 0.83048 -2.59996  0.23
H -1.44767 -1.79947 -1.55435  0.34
H 1.42024 1.07706 -0.44961  0.17
H 1.42308 -0.17228 3.37865  0.20
H -0.39077 0.06608 -3.30856  0.22
H -1.19172 -0.72340 0.55928  0.45
H -0.71614 1.63698 -2.63546  0.23

---

# 4
This record from the Open Molecules 2025 dataset describes a cluster of 2 separate species, C5H12N2O in total. The level of theory is ωB97M-V/def2-TZVPD.

## Properties
**E**: -382.46245 hartree
**HOMO-LUMO gap**: 10.3 eV
**Energy relative to the best compared isomer or geometry (same formula, charge and spin)**: 1.091 eV
**Structure (SMILES)**: C/C=C/C.NC(N)=O
**LUMO**: 0.032 Ha
**Largest force on an atom**: 0.74 eV/Å
**E_HOMO**: -0.3476 Ha

Each line ends with the natural charge from an NBO analysis.
Element x y z (Å)
O 2.79121 -2.00809 -1.96546  -0.62
N 1.53232 -0.35366 -1.06675  -0.83
N 2.02140 -2.24245 0.23116  -0.91
C -1.35789 0.35676 0.24215  -0.23
C -1.10281 2.81962 -0.19574  -0.64
C 2.15909 -1.55868 -1.03757  0.78
C -1.43531 -0.81642 1.17480  -0.64
C -1.08804 1.58980 0.65146  -0.16
H 0.68363 -0.19201 -0.54512  0.41
H -2.42202 -1.27110 1.10730  0.22
H 1.66306 0.12571 -1.94317  0.39
H -1.70753 0.21243 -0.77691  0.20
H -1.64107 3.62059 0.31198  0.22
H -0.80765 1.71169 1.69396  0.19
H -0.08623 3.17758 -0.36625  0.22
H -0.73379 -1.61725 0.91744  0.21
H -1.16737 -0.53950 2.19017  0.22
H 1.36062 -3.00425 0.10181  0.38
H -1.58265 2.65293 -1.15508  0.21
H 2.92103 -2.66369 0.42983  0.38

---

The lowest largest force on an atom belongs to which entry?
C5H12N2O